ORCA calculation (wB97M-V/def2-TZVPD) on a molecular structure, C4H7N2S.

Last column: Löwdin charge in e.
Element x y z (Å)
C (-0.13075, 1.52620, 0.37179)  0.011
C (1.62322, 1.11212, -0.24311)  -0.075
C (-1.57577, -1.08753, 0.23190)  -0.571
C (0.54040, 0.18779, 0.41673)  -0.229
N (0.71327, 2.28912, -0.14674)  0.163
N (-0.19376, -0.82204, -0.36312)  0.024
S (-2.71238, 0.26750, -0.11765)  0.687
H (2.51056, 1.25921, 0.37035)  0.136
H (1.87705, 0.88541, -1.27492)  0.136
H (-1.97607, -1.99556, -0.22102)  0.091
H (-1.46370, -1.23364, 1.30891)  0.088
H (0.80665, -0.20494, 1.39785)  0.168
H (0.33346, -1.70295, -0.40688)  0.195
H (-0.35218, -0.48070, -1.32411)  0.177

Force components x, y, z for each atom (eV/Å):
C -0.437 -0.666 -1.437
C 0.190 -0.800 0.481
C -1.091 0.484 0.373
C 0.604 -0.319 0.323
N -1.815 0.673 0.473
N 0.202 -0.078 -0.277
S 2.223 0.789 0.365
H -0.056 -0.115 -0.021
H -0.157 0.049 -0.107
H 0.230 0.000 -0.060
H 0.265 -0.080 -0.179
H -0.159 -0.035 -0.111
H -0.045 0.210 -0.003
H 0.046 -0.113 0.179

Values from the calculation:
HOMO-LUMO gap (spin up / spin down): 0.235 / 0.235 Ha
electronic energy: -18064.59415 eV
energy relative to the best compared isomer or geometry (same formula, charge and spin): 133.7 kcal per mole
total charge: +1

ORCA calculation (wB97M-V/def2-TZVPD) on a molecular structure, C4H30F12LiN2O23S4.

Last column: Löwdin charge in e.
Element x y z (Å)
Li (-3.77407, -1.07223, -1.55660)  0.910
C (7.11686, -2.87249, 5.75645)  -0.652
F (7.36613, -2.62570, 4.42973)  0.084
F (7.39701, -4.09365, 6.05940)  0.167
F (7.90453, -2.05476, 6.44978)  0.123
S (5.25624, -2.46165, 6.24303)  0.645
O (5.00254, -3.33053, 7.39238)  -0.343
O (5.16975, -1.05907, 6.51670)  -0.316
N (4.37340, -3.01552, 4.85566)  -0.307
S (4.26447, -1.68460, 3.95695)  0.563
O (3.02209, -1.02300, 4.17193)  -0.316
O (5.45545, -0.79732, 3.82166)  -0.347
C (4.21003, -2.53244, 2.20904)  -0.673
F (4.21820, -1.55501, 1.34540)  0.146
F (5.34616, -3.26777, 1.97970)  0.096
F (3.07730, -3.18938, 2.13148)  0.135
C (-1.33278, 3.10425, -0.38838)  -0.676
F (-1.49011, 3.49526, -1.64871)  0.118
F (-0.56179, 4.04712, 0.20070)  0.134
F (-2.49529, 3.07317, 0.13753)  0.178
S (-0.51404, 1.33338, -0.24440)  0.662
O (0.89364, 1.60546, -0.20530)  -0.272
O (-1.06834, 0.72785, 0.95912)  -0.320
N (-1.17978, 0.45203, -1.60919)  -0.347
S (-0.08576, 0.72392, -2.70846)  0.590
O (0.27623, 2.13247, -2.98104)  -0.328
O (1.04730, -0.25327, -2.71528)  -0.327
C (-1.09729, 0.30246, -4.30845)  -0.612
F (-0.94948, -1.02490, -4.57913)  0.085
F (-2.39421, 0.55210, -4.15118)  0.092
F (-0.67011, 1.07577, -5.34087)  0.115
O (2.92881, 5.22889, 1.70371)  -0.054
H (2.17527, 4.93640, 2.21640)  0.017
H (2.79722, 4.83868, 0.83961)  0.025
O (-2.35314, 4.97681, 5.13088)  -0.057
H (-1.51674, 4.90694, 5.59108)  0.028
H (-2.52458, 4.09183, 4.80893)  0.019
O (-7.05349, 3.38476, 0.26660)  -0.055
H (-6.83789, 4.05769, -0.37907)  0.029
H (-6.24009, 3.24914, 0.75265)  0.025
O (1.42883, 5.66521, -4.57410)  -0.053
H (1.23498, 4.90386, -4.02728)  0.021
H (1.55313, 5.30470, -5.45206)  0.025
O (-1.27992, -4.37221, -8.67017)  -0.051
H (-1.90069, -5.00089, -9.03846)  0.027
H (-1.79561, -3.57738, -8.53400)  0.026
O (-4.76667, 1.91032, 4.16557)  -0.052
H (-4.95515, 2.29306, 5.02244)  0.032
H (-4.57535, 0.99080, 4.35029)  0.023
O (-3.07091, -5.46011, -4.53725)  -0.052
H (-3.85357, -5.21600, -5.03130)  0.023
H (-2.34405, -5.27285, -5.13126)  0.029
O (1.26583, 3.08339, 4.54749)  -0.051
H (1.86265, 3.34236, 5.24961)  0.031
H (1.42164, 2.14583, 4.43368)  0.033
O (1.56631, -4.51125, -2.54015)  -0.049
H (2.18289, -4.37338, -3.25920)  0.029
H (0.93258, -3.79922, -2.62758)  0.019
O (-3.17325, 2.90994, -8.78709)  -0.053
H (-3.44369, 3.01513, -9.69925)  0.027
H (-2.85131, 3.77424, -8.53103)  0.031
O (4.96343, -1.30835, -4.67537)  -0.057
H (5.55478, -0.73838, -4.18377)  0.031
H (4.15918, -1.32444, -4.15658)  0.023
O (-6.24644, 0.94510, -6.43789)  -0.051
H (-5.45876, 1.14034, -6.94550)  0.026
H (-6.06334, 0.10069, -6.02601)  0.020
O (-1.02372, -0.43930, 6.29643)  -0.049
H (-1.43754, -0.48551, 5.43454)  0.019
H (-0.63333, -1.30422, 6.42187)  0.030
O (-0.99864, -3.49872, 2.73451)  -0.050
H (-0.66157, -3.52821, 3.62991)  0.036
H (-0.22889, -3.64056, 2.18351)  0.034
O (-4.20772, -2.43987, 4.06338)  -0.050
H (-3.42382, -2.63435, 3.54965)  0.009
H (-4.89197, -2.98288, 3.67202)  0.026

Force components x, y, z for each atom (eV/Å):
Li 0.889 0.490 0.092
C -1.506 2.473 -1.262
F -0.201 -0.759 1.425
F 0.365 -1.511 0.047
F 0.206 0.081 0.260
S -0.673 -2.399 0.001
O 0.366 0.369 -1.627
O 0.183 0.020 -0.234
N 2.228 1.808 2.498
S 2.775 0.718 -1.895
O -1.215 0.406 -0.346
O -2.118 -1.898 0.118
C 1.679 1.295 2.735
F -0.232 0.627 -1.181
F -1.725 0.028 0.197
F -0.264 -1.264 -0.704
C 2.407 0.163 -1.223
F 0.045 -0.162 -0.331
F -0.414 -1.070 0.044
F -2.165 -0.170 1.548
S -1.026 -0.294 2.007
O -0.652 -0.363 -0.906
O -0.272 0.574 -1.642
N 0.803 1.614 2.361
S 3.782 -0.167 -3.795
O -0.772 -2.302 0.695
O -2.802 1.915 0.034
C 1.474 0.166 0.381
F -0.266 1.093 -0.287
F -0.668 -0.143 0.034
F -0.307 -1.323 0.963
O 0.182 0.309 0.009
H -0.192 -0.212 0.242
H -0.010 -0.162 -0.203
O -0.284 0.264 0.061
H 0.279 -0.061 0.046
H 0.012 -0.272 -0.167
O -0.207 -0.215 -0.088
H 0.027 0.204 -0.154
H 0.221 -0.010 0.271
O -0.009 0.320 -0.034
H -0.069 -0.292 0.247
H 0.053 -0.099 -0.180
O 0.147 -0.069 0.141
H -0.109 -0.207 -0.138
H -0.055 0.276 0.013
O -0.028 0.159 -0.269
H -0.053 0.146 0.224
H 0.109 -0.317 0.034
O -0.124 0.059 0.286
H -0.200 -0.020 -0.145
H 0.325 0.006 -0.152
O -0.304 0.375 -0.096
H 0.208 0.006 0.136
H 0.102 -0.379 -0.087
O -0.118 -0.288 0.099
H 0.218 0.048 -0.139
H -0.084 0.289 0.037
O -0.091 -0.251 0.122
H -0.068 -0.004 -0.238
H 0.117 0.209 0.149
O 0.072 -0.162 -0.293
H 0.139 0.133 0.145
H -0.259 0.053 0.179
O -0.238 0.036 0.103
H 0.277 0.187 -0.195
H 0.008 -0.187 0.056
O -0.174 0.173 0.190
H -0.041 0.046 -0.262
H 0.238 -0.171 0.065
O -0.547 -0.010 -0.028
H 0.198 0.010 0.227
H 0.279 0.059 -0.159
O -0.152 0.269 0.113
H 0.450 -0.103 -0.168
H -0.170 -0.158 -0.004

Values from the calculation:
HOMO-LUMO gap: 0.175 Ha
electronic energy: -130860.60665 eV
total charge: -1

ORCA calculation (wB97M-V/def2-TZVPD) on 2 unconnected molecules or ions with the total composition C3H6N2OS.

Last column: Löwdin charge in e.
Element x y z (Å)
C (-0.21379, -1.33970, 0.29375)  -0.524
C (-0.00561, 0.09599, -0.05032)  -0.646
C (-0.59239, 0.64397, -1.28126)  -0.372
H (-0.07315, -2.56375, 1.95959)  0.095
H (0.74005, -1.09015, 2.17455)  0.083
H (-1.08279, -2.93379, -0.18049)  0.043
H (-1.74783, 0.84790, -1.06504)  0.178
H (-0.57194, -0.07082, -2.12381)  0.118
H (0.92877, 2.25554, -1.01509)  0.222
N (0.27759, -1.75262, 1.48892)  0.089
N (-1.01186, -1.98622, -0.49569)  0.148
O (-0.22475, 1.93460, -1.86627)  -0.254
S (0.85098, 1.11553, 0.90343)  0.820

Force components x, y, z for each atom (eV/Å):
C -2.030 0.007 -0.231
C 1.120 1.454 0.531
C -2.889 1.801 -2.522
H -0.261 -0.329 -0.389
H -0.824 -0.883 -1.786
H -0.365 -0.825 0.224
H 2.052 -0.967 -0.073
H 0.017 -0.044 0.664
H -4.129 -1.253 -2.429
N 1.483 0.940 1.859
N 1.426 0.905 0.289
O 4.342 -0.622 4.436
S 0.058 -0.185 -0.575

Values from the calculation:
HOMO-LUMO gap: 0.306 Ha
electronic energy: -19067.80214 eV
energy relative to the best compared isomer or geometry (same formula, charge and spin): 100.6 kcal per mole
total charge: 0

ORCA calculation (wB97M-V/def2-TZVPD) on a molecular structure, C20H26N6O2SV.

Last column: Löwdin charge in e.
Element x y z (Å)
V (0.63200, 0.10364, 0.50444)  0.641
N (0.18793, -1.01624, -3.63900)  0.102
C (0.06766, -0.51094, -2.39875)  -0.804
S (-0.11970, -1.59500, -1.06754)  0.752
N (0.10041, 0.79632, -2.25827)  0.022
N (0.10064, 1.19709, -0.98593)  -0.117
C (-0.21144, 2.44049, -0.69272)  -0.138
C (-0.62093, 3.44026, -1.69896)  -0.165
C (-0.07161, 4.72585, -1.66890)  -0.042
C (-0.42295, 5.66854, -2.61975)  -0.069
C (-1.33230, 5.34667, -3.61614)  -0.071
C (-1.88872, 4.07653, -3.65418)  -0.065
C (-1.53450, 3.12863, -2.70975)  -0.028
C (-0.04465, 2.77937, 0.71919)  -0.176
C (-0.53505, 3.93834, 1.32264)  0.013
C (-0.30478, 4.15849, 2.66781)  -0.026
C (0.40418, 3.21465, 3.40202)  -0.032
C (0.81995, 2.06783, 2.75520)  -0.085
N (0.60099, 1.84843, 1.45878)  0.007
H (-0.06056, -1.97835, -3.78114)  0.090
H (0.17844, -0.38760, -4.42654)  0.109
H (0.66817, 4.97995, -0.92042)  0.117
H (0.01714, 6.65652, -2.58851)  0.109
H (-1.59990, 6.08129, -4.36403)  0.109
H (-2.60113, 3.81808, -4.42651)  0.109
H (-1.97973, 2.14689, -2.73899)  0.109
H (-1.10666, 4.64132, 0.73550)  0.123
H (-0.67082, 5.05810, 3.14384)  0.120
H (0.60668, 3.35374, 4.45398)  0.114
H (1.34563, 1.28539, 3.29170)  0.130
N (4.54779, 0.11874, -1.04328)  0.211
C (3.36587, -0.17138, -0.49589)  -0.481
O (2.49901, 0.70525, -0.34368)  -0.035
C (3.05566, -1.56996, -0.05567)  -0.191
C (1.94333, -1.45165, 0.97755)  -0.295
H (4.73402, 1.06196, -1.34066)  0.126
H (5.25688, -0.57757, -1.18107)  0.121
H (3.94781, -2.08142, 0.31643)  0.119
H (2.69475, -2.11847, -0.92986)  0.106
H (2.37411, -1.07340, 1.92269)  0.068
H (1.47785, -2.42172, 1.15188)  0.050
C (-2.80382, -0.76907, 4.54173)  -0.015
N (-1.68044, -0.86985, 3.62778)  -0.118
C (-0.55646, -1.66262, 4.11428)  0.007
C (-1.63692, -0.29247, 2.43088)  -0.397
C (-2.80856, 0.50391, 1.93201)  0.044
O (-0.62770, -0.42461, 1.70074)  -0.153
H (-2.46053, -0.38523, 5.50327)  0.103
H (-3.23717, -1.75666, 4.70853)  0.107
H (-3.57432, -0.11123, 4.15527)  0.083
H (-0.11678, -1.18593, 4.99223)  0.103
H (0.19180, -1.76109, 3.33564)  0.078
H (-0.90506, -2.65571, 4.39859)  0.106
H (-3.70236, -0.11688, 1.87814)  0.106
H (-2.57350, 0.86324, 0.93328)  0.090
H (-3.00620, 1.35708, 2.58149)  0.101

Force components x, y, z for each atom (eV/Å):
V 2.809 -2.496 -0.799
N -0.101 0.183 -0.077
C -0.068 -0.380 0.482
S -0.094 -0.096 -0.424
N -0.011 0.510 -0.893
N -1.056 1.726 -1.113
C 0.112 -0.453 -0.811
C -0.038 0.233 -0.099
C 0.077 -0.170 0.005
C -0.020 0.074 -0.058
C 0.028 -0.001 0.007
C -0.029 -0.025 -0.006
C -0.046 0.037 0.229
C 0.043 0.156 0.538
C -0.054 -0.052 -0.182
C 0.096 -0.109 0.026
C -0.062 0.060 -0.038
C 0.054 0.062 0.133
N -0.063 1.617 0.713
H 0.074 -0.030 -0.043
H -0.011 0.003 0.052
H -0.002 0.007 0.036
H 0.025 -0.017 0.008
H -0.017 0.001 0.014
H 0.000 0.011 0.005
H 0.010 -0.074 -0.044
H 0.036 0.034 -0.024
H -0.032 0.002 -0.015
H 0.041 -0.005 -0.010
H -0.014 -0.015 -0.038
N -0.046 0.149 0.006
C 0.146 -0.237 -0.070
O 0.201 0.148 0.005
C -0.071 0.081 0.278
C 0.281 0.026 0.179
H -0.026 0.020 -0.043
H -0.036 -0.086 0.047
H 0.077 0.033 -0.117
H -0.002 0.013 -0.038
H -0.010 -0.145 0.067
H -0.017 0.019 0.106
C -0.168 -0.037 0.080
N 0.223 0.056 -0.181
C 0.055 -0.058 -0.004
C -0.273 -0.123 0.205
C 0.115 0.001 -0.104
O -2.085 -0.725 2.032
H 0.017 0.033 -0.031
H 0.010 0.006 -0.033
H 0.031 -0.013 0.025
H -0.017 0.014 -0.017
H 0.013 -0.001 0.009
H -0.041 0.024 -0.005
H -0.025 0.034 0.026
H -0.008 -0.011 -0.005
H -0.028 -0.012 0.008

Values from the calculation:
HOMO-LUMO gap (spin up / spin down): 0.243 / 0.252 Ha
2S+1: 3
electronic energy: -70717.48099 eV
energy relative to the best compared isomer or geometry (same formula, charge and spin): 14.6 kcal per mole
total charge: +1

ORCA calculation (wB97M-V/def2-TZVPD) on 2 unconnected molecules or ions with the total composition C4H6FN2.

Last column: Löwdin charge in e.
Element x y z (Å)
C (-3.78677, -0.34996, -0.03046)  -0.020
C (-1.83758, 0.96282, -0.13305)  -0.060
C (0.46939, 1.21637, 0.01407)  0.043
C (-0.60392, -1.04761, 0.26284)  0.049
N (-4.73497, -0.94515, -0.08497)  0.112
N (-0.73277, 0.41125, 0.03144)  -0.095
F (-1.98318, 2.19950, -0.09408)  0.271
H (0.91349, 0.94989, 0.93071)  0.098
H (0.35158, 2.35292, 0.04188)  0.148
H (1.08412, 0.87327, -0.86984)  0.150
H (-0.24755, -1.30142, 1.26327)  0.126
H (0.10966, -1.60307, -0.28702)  0.107
H (-1.64505, -1.37937, 0.22322)  0.072

Force components x, y, z for each atom (eV/Å):
C 7.234 4.882 -0.181
C -3.814 -2.150 0.948
C 1.491 1.541 -1.205
C -1.515 -0.144 1.446
N -3.571 -2.310 -0.123
N 0.279 -1.536 -0.379
F -1.011 0.764 -0.527
H 1.191 -0.263 0.976
H -0.334 -1.784 -0.379
H -0.573 0.534 1.064
H -0.243 0.961 0.446
H 0.382 0.137 -1.734
H 0.483 -0.629 -0.352

Values from the calculation:
HOMO-LUMO gap: 0.338 Ha
electronic energy: -9929.31834 eV
energy relative to the best compared isomer or geometry (same formula, charge and spin): 144.6 kcal per mole
total charge: +1

What did the first record say?
ORCA calculation (wB97M-V/def2-TZVPD) on a molecular structure, C4H7N2S.

Last column: Löwdin charge in e.
Element x y z (Å)
C (-0.13075, 1.52620, 0.37179)  0.011
C (1.62322, 1.11212, -0.24311)  -0.075
C (-1.57577, -1.08753, 0.23190)  -0.571
C (0.54040, 0.18779, 0.41673)  -0.229
N (0.71327, 2.28912, -0.14674)  0.163
N (-0.19376, -0.82204, -0.36312)  0.024
S (-2.71238, 0.26750, -0.11765)  0.687
H (2.51056, 1.25921, 0.37035)  0.136
H (1.87705, 0.88541, -1.27492)  0.136
H (-1.97607, -1.99556, -0.22102)  0.091
H (-1.46370, -1.23364, 1.30891)  0.088
H (0.80665, -0.20494, 1.39785)  0.168
H (0.33346, -1.70295, -0.40688)  0.195
H (-0.35218, -0.48070, -1.32411)  0.177

Force components x, y, z for each atom (eV/Å):
C -0.437 -0.666 -1.437
C 0.190 -0.800 0.481
C -1.091 0.484 0.373
C 0.604 -0.319 0.323
N -1.815 0.673 0.473
N 0.202 -0.078 -0.277
S 2.223 0.789 0.365
H -0.056 -0.115 -0.021
H -0.157 0.049 -0.107
H 0.230 0.000 -0.060
H 0.265 -0.080 -0.179
H -0.159 -0.035 -0.111
H -0.045 0.210 -0.003
H 0.046 -0.113 0.179

Values from the calculation:
HOMO-LUMO gap (spin up / spin down): 0.235 / 0.235 Ha
electronic energy: -18064.59415 eV
energy relative to the best compared isomer or geometry (same formula, charge and spin): 133.7 kcal per mole
total charge: +1

> What is the total charge in the third record?

0

> The lowest electronic energy belongs to which entry?

C4H30F12LiN2O23S4

> Which of these has the lowest electronic energy?

C4H30F12LiN2O23S4